25
Properties=species:S:1:pos:R:3:forces:R:3:lowdin_charge:R:1 method="wB97M-V/def2-TZVPD" relative_energy_ev=2.1503 e_homo_ev=-13.0 charge=+1 spin_multiplicity=1
C 0.388620 1.213513 -0.072386 -0.07 -0.38 -0.17 -0.275
C -2.054141 -0.258836 0.681207 -0.32 0.04 0.18 -0.199
C -0.451225 0.262819 -0.916868 -0.05 -0.12 -0.05 -0.226
C -0.040638 -1.198909 -0.760463 -0.07 -0.12 -0.29 -0.162
C 2.149785 -0.285015 0.497762 -0.98 -2.20 -0.80 -0.329
C -0.119168 2.605965 0.042840 -0.14 0.32 -0.04 -0.007
N 1.465598 0.902975 0.501795 0.10 1.02 0.38 0.150
N -1.853066 0.418440 -0.568369 0.00 -0.13 -0.31 -0.010
N 1.149644 -1.476814 -0.323435 1.26 1.18 0.87 0.101
N 3.345149 -0.285590 -0.159312 0.51 0.08 -0.07 0.111
N -1.379208 -1.569048 0.598316 -0.38 0.08 0.13 0.083
H -1.570362 0.324339 1.469930 -0.10 -0.15 0.05 0.135
H -3.120164 -0.347017 0.897385 0.14 0.03 0.04 0.138
H -0.314149 0.550004 -1.966088 0.00 -0.08 0.07 0.177
H -0.499196 -1.879441 -1.480783 0.07 0.05 0.07 0.148
H 2.191861 -0.738285 1.490737 0.10 0.11 -0.16 0.152
H 0.500931 3.264226 -0.565397 0.03 0.02 -0.06 0.100
H -0.033755 2.954167 1.068264 0.01 0.01 0.08 0.097
H -1.148965 2.672559 -0.292712 0.01 0.12 0.03 0.078
H -2.459814 0.056562 -1.296250 0.02 0.09 0.02 0.133
H 1.531977 -2.408277 -0.383443 -0.03 -0.04 -0.18 0.126
H 3.526714 0.424693 -0.845601 0.00 0.04 0.03 0.108
H 4.142766 -0.757090 0.226629 -0.06 0.06 0.07 0.104
H -0.944553 -1.864910 1.466529 -0.01 -0.05 -0.06 0.135
H -1.988971 -2.303219 0.251577 -0.03 0.01 0.16 0.132